32
Properties=species:S:1:pos:R:3:forces:R:3 method="wB97M-V/def2-TZVPD" largest_force_ev_per_a=2.03 homo_lumo_gap_ev=9.11 homo_energy_ev=-6.15 total_charge=-1 mol_weight_g_mol=232.16 spin_multiplicity=1
O 1.696250 -2.672012 -2.024922 -0.2 -0.3 -0.6
O 0.956860 1.374548 -1.788214 0.3 -0.5 0.4
O -1.872521 1.174714 1.961073 -0.5 0.1 -0.2
O 0.618195 1.836024 2.462370 -0.8 0.4 1.2
O -0.606695 -1.642309 0.596447 0.8 -0.5 0.2
O 1.438288 -0.962232 -0.124225 -0.8 -0.2 0.4
O -3.376938 -1.209632 1.057701 -0.5 -0.2 0.1
O 4.001803 -1.096182 -0.128178 -0.9 -1.2 -0.7
O 2.855442 1.237001 0.409686 0.0 -0.8 -0.3
O -2.816928 -1.820844 -1.637268 -0.5 0.2 -0.9
O -0.991679 2.964072 -0.094144 -0.2 -0.3 0.4
N -0.562146 -0.261461 -1.177015 1.1 0.2 0.5
C 0.202016 -1.038247 -0.130321 -1.8 0.8 -0.4
C -0.179722 0.938048 -1.701121 1.2 0.0 -0.6
H 2.236566 0.746241 -0.184860 -0.1 1.1 0.3
H -2.522819 -1.602802 1.313299 0.0 0.5 -0.4
H 3.412590 -1.115881 -0.916219 1.0 0.5 -0.3
H -0.907253 1.613365 -2.123258 -1.3 -0.4 -0.2
H -1.151905 1.053973 1.331300 0.0 -0.6 0.0
H -0.660860 3.857793 0.008955 0.0 0.0 0.2
H 0.657403 2.275282 1.610267 0.9 -0.4 -0.3
H -3.271021 -1.457219 -0.857606 0.2 -0.6 0.4
H 1.283656 1.157980 2.576881 0.5 0.1 -0.9
H -3.307344 -0.272113 1.281866 0.4 -0.1 0.2
H 1.531880 -2.708252 -1.078109 0.2 -0.1 0.1
H -1.374269 2.657107 0.751671 -0.1 0.7 -0.3
H -1.493039 -0.643734 -1.339656 0.1 0.4 0.1
H -1.373532 1.201956 2.784973 0.1 0.1 0.0
H 3.284147 -1.541704 0.355045 0.5 0.1 1.0
H 1.205200 -1.868403 -2.241222 0.2 0.0 -0.2
H 3.477350 0.476308 0.452269 0.2 0.8 0.3
H -2.388977 -2.651385 -1.407463 -0.1 0.2 0.4



44
Properties=species:S:1:pos:R:3:forces:R:3 method="wB97M-V/def2-TZVPD" largest_force_ev_per_a=3.15 homo_lumo_gap_ev="6.53 / 6.66" homo_energy_ev="-10.20 / -12.14" total_charge=+1 mol_weight_g_mol=346.46 s_squared=6.06 spin_multiplicity=5
Ru -0.112593 0.703175 -0.030660 -0.7 -2.5 -1.8
O 0.026075 -2.528493 0.514430 0.7 -1.0 1.0
C -2.127063 1.142785 0.570864 0.0 -0.1 0.8
C -0.771631 2.921156 -1.514881 -0.2 0.2 -0.1
C 0.484196 1.249293 -2.930379 0.4 -0.1 -0.1
C -1.099405 -0.062314 2.276926 -0.3 0.9 0.1
C 0.535538 -3.321882 1.310176 -0.2 0.6 -1.1
C -2.512982 -0.249246 0.466785 0.0 0.1 1.0
C 2.496895 -0.673994 0.333413 0.3 0.1 -0.7
C -1.926717 -0.946023 1.550445 -0.6 0.4 -0.5
C -1.189844 1.250236 1.683041 -2.0 -0.1 0.6
C 1.278270 -4.538405 0.813339 -0.2 -0.1 0.0
C 2.036653 -0.067771 1.516665 -0.2 1.0 0.1
C -0.621332 1.465704 -1.916751 0.0 0.4 0.0
C 0.508809 -3.123730 2.804846 -0.1 -0.2 0.1
C 2.334354 0.226799 -0.745694 0.3 0.3 0.9
C 1.832160 1.480315 -0.207991 0.9 -0.1 0.6
C 1.553226 1.250354 1.204875 2.2 0.5 -0.2
C -1.866044 0.817685 -2.483377 -0.4 -0.3 0.1
H -2.722823 0.806329 -1.811982 0.1 0.2 -0.1
H 0.858749 -4.026291 3.319652 -0.1 0.4 -0.1
H 0.685081 -5.010302 0.021899 0.3 0.1 0.1
H -1.794663 3.183432 -1.236221 0.2 0.0 -0.2
H -0.504526 -2.888397 3.140113 0.1 0.0 0.0
H 1.463690 -5.247771 1.626551 0.0 0.1 -0.3
H -2.169045 1.349889 -3.395719 0.1 -0.1 0.1
H 1.166739 -2.289684 3.067199 -0.1 -0.1 0.0
H 2.650304 0.065514 -1.776502 -0.2 0.0 0.4
H 1.914025 2.466611 -0.655150 0.0 -0.3 0.0
H -0.554156 -0.298987 3.187463 0.0 0.0 -0.4
H 2.238882 -4.210210 0.393231 -0.2 -0.1 0.0
H -1.649141 -0.219067 -2.762810 -0.1 0.1 0.0
H 0.136582 1.557209 -3.925425 0.0 0.0 0.1
H 1.390675 1.813887 -2.710091 -0.1 0.0 -0.1
H -0.856203 2.195389 2.098605 -0.2 -0.3 0.1
H 1.295959 2.036971 1.910988 0.4 -0.3 -0.1
H 0.739861 0.187862 -2.988708 0.0 0.1 -0.2
H -3.198798 -0.662131 -0.273604 0.3 0.1 0.3
H 3.006237 -1.634662 0.262737 -0.5 0.2 0.0
H -2.172234 -1.963313 1.832645 0.3 0.1 -0.3
H -0.137504 3.149195 -0.648943 0.0 0.3 -0.1
H -0.438956 3.565120 -2.336858 -0.1 0.1 0.1
H -2.634223 1.996688 0.135650 0.1 -0.4 -0.1
H 2.123134 -0.463724 2.527901 -0.2 0.0 -0.4



38
Properties=species:S:1:pos:R:3:forces:R:3 method="wB97M-V/def2-TZVPD" largest_force_ev_per_a=1.11 homo_lumo_gap_ev=7.17 homo_energy_ev=-11.57 total_charge=+1 mol_weight_g_mol=615.05 spin_multiplicity=1
Ir 0.465922 -0.324778 0.831930 0.6 0.6 -0.1
Cl 0.327427 -0.554667 3.786499 0.4 0.2 -0.2
S -3.422841 1.868032 0.998850 -0.2 -0.1 -0.1
S -1.473221 -4.132332 -0.453329 -0.3 0.0 0.0
O 1.647306 1.457929 0.314927 -0.1 -0.2 -0.1
O 1.050267 -0.565500 4.996843 -0.1 0.1 0.0
O 0.680928 0.657625 2.967958 -0.4 -0.4 0.5
O -1.082295 -0.594150 3.962180 0.0 0.0 0.0
O -0.131355 -1.614719 -2.436632 0.0 0.0 0.1
O 0.763785 -1.644820 2.898709 0.1 -0.3 0.4
N 1.990954 1.808993 -1.942321 -0.1 -0.1 0.0
N -0.622171 -1.952457 0.514413 -0.4 -0.5 0.0
N 0.823279 -0.049459 -1.066441 0.3 0.7 -0.8
N -1.307318 0.484825 0.818642 -0.7 0.0 -0.2
N 0.991112 -3.651716 0.523701 0.1 0.0 -0.3
N -0.944994 2.688690 1.598134 0.2 0.0 0.0
C 1.724580 1.332275 -3.217119 0.0 0.0 0.1
C -1.947825 -1.728273 0.153373 0.1 0.4 0.1
C -0.232679 -3.181738 0.245009 0.1 0.1 0.3
C 2.734098 3.046779 -1.691528 0.0 0.0 0.0
C -2.566843 -2.792475 -0.375021 0.0 -0.1 -0.1
C -2.364622 -0.351998 0.413713 0.1 -0.3 0.1
C -1.725332 1.688909 1.189320 0.1 -0.1 -0.2
C 0.503472 -0.590518 -2.321488 0.0 0.0 0.1
C -3.565814 0.237724 0.426731 0.1 0.2 0.1
C 1.508845 1.109215 -0.905545 0.0 0.0 0.2
C 1.025760 0.210429 -3.427980 0.0 0.0 0.0
H -0.017736 2.472063 1.937977 0.0 0.0 0.0
H -1.371609 3.539773 1.921854 0.0 0.0 0.0
H 3.043591 3.451218 -2.650313 0.0 0.0 0.0
H 0.824676 -0.144582 -4.426500 0.0 0.0 0.0
H 3.609326 2.838272 -1.081170 0.0 0.0 0.0
H 2.124121 1.933240 -4.021321 0.0 0.0 0.0
H 1.651452 -3.104264 1.048451 -0.1 0.0 0.2
H -3.573875 -2.869556 -0.746224 0.0 0.0 0.0
H 2.102632 3.766472 -1.176046 0.0 0.0 0.0
H -4.525226 -0.187464 0.189230 0.0 0.0 0.0
H 1.282224 -4.556998 0.200536 0.0 0.0 0.0